[1]
The following is a quantum chemistry calculation of one molecule with the formula C3H6N2OS2, from OMol25.

Energy above the lowest of the compared OMol25 structures with the same formula, charge and spin (kJ/mol): 486.6
LUMO level (eV): 0.603
SMILES string: C=NSC(=S)NOC
Net charge: 0
Calculated total energy (eV): -29902.2809
Gap between HOMO and LUMO (eV): 8.6
E_HOMO (eV): -7.97

CARTESIAN COORDINATES (ANGSTROEM)
C (-0.3203, 1.3713, 3.2071)
N (-0.2911, 0.3265, 2.5191)
S (-0.2885, 0.6346, 0.8029)
C (-0.3740, -1.0309, 0.2070)
S (-0.6219, -2.2047, 1.3681)
N (-0.4425, -1.1628, -1.1196)
O (-0.4257, 0.1046, -1.7134)
C (0.8961, 0.0776, -2.5460)
H (-0.3852, 2.3715, 2.7845)
H (-0.0911, 1.2885, 4.2381)
H (-0.9633, -1.9022, -1.5252)
H (0.6861, -0.9483, -3.0938)
H (0.7736, 1.0074, -3.1821)
H (1.8477, 0.0669, -1.9466)

Cartesian forces (eV/Å) of the 6 atoms listed first:
C 0.5 0.9 -0.5
N 0.4 -0.4 -1.5
S 0.1 0.1 0.3
C -1.3 -1.1 3.0
S 0.3 -0.3 -1.6
N 0.9 1.9 1.3

---

[2]
The following is a quantum chemistry calculation of a 11-piece molecular cluster, C33H64F2O15S6 overall, from OMol25.

LUMO level (eV): 0.121
Net charge: 0
Calculated total energy (eV): -136409.0805
Gap between HOMO and LUMO (eV): 8.0
E_HOMO (eV): -7.88

CARTESIAN COORDINATES (ANGSTROEM)
F (-20.1886, 6.4505, -9.7228)
C (-21.4308, 6.1506, -9.2468)
C (-22.5097, 6.9914, -9.4524)
C (-23.8080, 6.6514, -9.0732)
C (-24.0972, 5.4113, -8.5386)
C (-23.0419, 4.4769, -8.3445)
C (-21.7154, 4.9058, -8.6940)
H (-22.3187, 7.9620, -9.8858)
H (-24.5239, 7.4216, -9.3196)
H (-25.1380, 5.2602, -8.2929)
H (-23.2467, 3.4889, -7.9593)
H (-20.8702, 4.2413, -8.5918)
F (-16.5330, 10.4170, -9.6376)
C (-16.0563, 9.1554, -9.7136)
C (-16.9922, 8.1810, -10.0824)
C (-16.5829, 6.8279, -10.1508)
C (-15.1879, 6.5063, -9.9820)
C (-14.2690, 7.5438, -9.7301)
C (-14.7194, 8.8666, -9.5925)
H (-18.0079, 8.4751, -10.3022)
H (-17.3187, 6.0979, -10.4542)
H (-14.7660, 5.5127, -10.0162)
H (-13.2236, 7.3004, -9.6109)
H (-14.0376, 9.6292, -9.2461)
C (-17.7178, 3.6409, -8.1094)
S (-17.7883, 2.5194, -6.6870)
O (-18.3234, 3.4559, -5.5606)
C (-19.2926, 1.5610, -7.2663)
H (-17.5530, 3.0533, -9.0126)
H (-16.8348, 4.2689, -7.9904)
H (-18.5106, 4.3884, -8.0816)
H (-20.1321, 2.2293, -7.4576)
H (-19.6444, 0.8911, -6.4816)
H (-19.1012, 0.9325, -8.1360)
C (-26.8105, 2.8960, -4.0627)
S (-25.5959, 4.2528, -3.5896)
O (-24.6380, 3.8140, -2.4613)
C (-24.6997, 4.1943, -5.2456)
H (-27.4828, 2.6887, -3.2302)
H (-26.1682, 2.0378, -4.2604)
H (-27.4490, 3.0089, -4.9389)
H (-24.1892, 3.2755, -5.5341)
H (-23.9646, 4.9959, -5.1741)
H (-25.3974, 4.3733, -6.0637)
C (-27.9087, 7.2624, -7.3104)
S (-27.8026, 7.2489, -5.4139)
O (-26.4308, 6.6901, -4.9878)
C (-27.8328, 9.1139, -5.3670)
H (-27.8238, 6.2631, -7.7373)
H (-27.0457, 7.7654, -7.7466)
H (-28.8409, 7.7465, -7.6013)
H (-27.8032, 9.3698, -4.3079)
H (-28.8309, 9.4379, -5.6616)
H (-26.9501, 9.5125, -5.8670)
C (-24.0521, 7.1119, -15.0348)
S (-23.9848, 7.4564, -13.2154)
O (-25.2712, 8.1797, -12.9062)
C (-24.2111, 5.7029, -12.6415)
H (-25.0660, 6.9199, -15.3859)
H (-23.3774, 6.3102, -15.3350)
H (-23.6357, 7.9860, -15.5355)
H (-24.5834, 5.7273, -11.6174)
H (-23.3343, 5.0553, -12.6334)
H (-24.9572, 5.2207, -13.2731)
C (-24.4676, 10.3450, -10.7834)
S (-24.7792, 10.7783, -9.0360)
O (-23.8189, 9.9523, -8.2416)
C (-24.2245, 12.5441, -8.8736)
H (-24.5568, 9.2594, -10.8222)
H (-23.4736, 10.6690, -11.0918)
H (-25.1761, 10.8413, -11.4467)
H (-24.7715, 13.1322, -8.1366)
H (-24.3437, 13.0460, -9.8338)
H (-23.1403, 12.5898, -8.7709)
C (-23.3641, -1.1066, -7.8648)
S (-24.1567, 0.3670, -7.0822)
O (-23.1301, 1.3934, -6.6768)
C (-24.8960, 1.2022, -8.5860)
H (-22.4114, -1.3710, -7.4059)
H (-23.2364, -1.0829, -8.9471)
H (-23.9671, -1.9836, -7.6296)
H (-25.5910, 0.5186, -9.0736)
H (-24.0786, 1.3729, -9.2867)
H (-25.2376, 2.2100, -8.3496)
C (-29.0632, 7.0509, -12.6244)
O (-28.2210, 5.9515, -12.5178)
C (-27.8759, 5.5258, -11.2711)
O (-28.2269, 6.1087, -10.2238)
O (-27.2914, 4.3534, -11.3975)
C (-26.8112, 3.7875, -10.2174)
H (-29.8393, 7.1022, -11.8608)
H (-29.5532, 6.8763, -13.5823)
H (-28.6543, 8.0572, -12.7147)
H (-27.3017, 4.0552, -9.2815)
H (-25.7362, 3.8926, -10.0708)
H (-27.0905, 2.7533, -10.4184)
C (-21.7233, 7.9213, -6.4867)
O (-20.5199, 7.1779, -6.3965)
C (-19.3841, 7.8089, -6.2219)
O (-19.1569, 8.9993, -5.9548)
O (-18.4439, 6.8247, -6.3348)
C (-17.0466, 7.3010, -6.3436)
H (-22.5661, 7.2394, -6.6002)
H (-21.7589, 8.6700, -7.2781)
H (-21.7768, 8.5115, -5.5719)
H (-16.2507, 6.5562, -6.3412)
H (-16.8396, 7.8830, -5.4455)
H (-16.9269, 7.8758, -7.2620)
C (-20.7945, 8.4686, -17.5506)
O (-21.0566, 8.2948, -16.1369)
C (-20.5037, 7.2651, -15.4483)
O (-19.8630, 6.3360, -15.9619)
O (-20.7589, 7.3463, -14.1153)
C (-20.1670, 6.4507, -13.1306)
H (-20.7415, 7.4678, -17.9790)
H (-19.7899, 8.8832, -17.6343)
H (-21.4063, 9.1557, -18.1352)
H (-19.0807, 6.4486, -13.0398)
H (-20.6406, 5.4774, -13.2588)
H (-20.3559, 6.8420, -12.1310)

Cartesian forces (eV/Å) of the 6 atoms listed first:
F -0.6 -0.1 0.6
C -1.8 -0.9 -0.1
C 0.7 0.7 -0.2
C 1.1 0.3 -0.7
C 0.8 -0.3 0.1
C 0.5 2.2 -0.8

---

[3]
The following is a quantum chemistry calculation of C27H56Ca2NO8 as an isolated structure, from OMol25.

LUMO level (spin up / spin down) (eV): -13.878 / -14.288
Expectation value of S²: 0.7546
Net charge: +4
Calculated total energy (eV): -83614.2478
Spin multiplicity: 2
Gap between HOMO and LUMO (spin up / spin down) (eV): 4.2 / 3.8
E_HOMO (spin up / spin down) (eV): -18.09 / -18.09

CARTESIAN COORDINATES (ANGSTROEM)
Ca (-3.5629, -2.3114, -0.2168)
Ca (-1.5285, -1.6862, 2.7895)
O (-0.4774, 0.9239, -0.4366)
C (-0.7727, -0.0764, 0.4390)
O (-1.8250, -0.8152, 0.3271)
O (-0.0772, -0.2797, 1.4532)
H (0.2932, 1.3845, -0.0967)
C (2.4652, -2.5538, 4.8137)
C (1.5579, -3.5552, 5.5294)
C (0.2219, -3.5210, 4.8092)
O (0.2905, -2.2055, 4.1660)
C (1.4702, -1.4710, 4.5225)
H (2.9533, -2.9325, 3.9157)
H (3.2967, -2.2957, 5.4695)
H (1.4341, -3.3470, 6.5922)
H (1.9318, -4.5786, 5.5003)
H (-0.5784, -3.6717, 5.5338)
H (0.0773, -4.2847, 4.0450)
H (1.2224, -0.9425, 5.4430)
H (1.6479, -0.8184, 3.6678)
C (-1.9622, 4.9057, -4.2128)
C (-2.0900, 3.9226, -3.0256)
C (-0.6797, 3.6492, -2.6381)
O (0.1339, 4.6760, -3.2474)
C (-0.7088, 5.6838, -3.9418)
H (-2.8596, 5.5184, -4.2991)
H (-1.7663, 4.3754, -5.1447)
H (-2.7515, 3.1165, -3.3430)
H (-2.5877, 4.3911, -2.1766)
H (-0.3365, 2.6908, -3.0279)
H (-0.5762, 3.6207, -1.5534)
H (-0.3373, 6.0552, -4.8969)
H (-0.8791, 6.5826, -3.3492)
C (3.5844, -3.0290, 0.9389)
C (2.4559, -2.0457, 0.9684)
C (2.3520, -1.5084, -0.4817)
O (3.2547, -2.3213, -1.2409)
C (3.5303, -3.5180, -0.4826)
H (3.4321, -3.8526, 1.6364)
H (4.5320, -2.5511, 1.1873)
H (2.7391, -1.2560, 1.6643)
H (1.5064, -2.5351, 1.1852)
H (2.5114, -0.4302, -0.4716)
H (1.3310, -1.6290, -0.8437)
H (4.4308, -4.0336, -0.8161)
H (2.6501, -4.1493, -0.6050)
C (-1.4527, 3.9597, 3.2328)
C (-1.3277, 3.0516, 2.0456)
C (-2.7905, 2.8822, 1.6064)
O (-3.4934, 2.9225, 2.8648)
C (-2.6589, 3.3435, 3.9253)
H (-1.6916, 4.9676, 2.8934)
H (-0.5999, 4.0130, 3.9096)
H (-0.7959, 2.1185, 2.2316)
H (-0.7506, 3.5608, 1.2738)
H (-2.9999, 1.8912, 1.2036)
H (-2.9486, 3.6342, 0.8334)
H (-2.3722, 2.4929, 4.5437)
H (-3.0570, 3.9839, 4.7124)
C (3.9825, 2.6308, -0.6754)
C (3.9653, 2.7467, 0.7797)
C (2.7801, 1.8113, 1.2136)
O (1.8327, 2.1580, 0.2012)
C (2.5268, 2.5837, -1.0051)
H (4.5900, 1.7662, -0.9429)
H (4.4701, 3.5359, -1.0376)
H (3.7721, 3.7865, 1.0434)
H (4.9166, 2.5134, 1.2580)
H (2.3314, 2.0612, 2.1750)
H (3.0947, 0.7684, 1.2512)
H (2.1531, 3.5737, -1.2665)
H (2.2964, 1.8833, -1.8079)
C (-3.0217, -0.2395, -2.8957)
C (-1.9418, -1.3203, -2.9181)
N (-2.3633, -2.6292, -2.3479)
C (-3.0700, -3.3349, -3.3998)
C (-3.6149, -4.6815, -3.0076)
C (-1.1654, -3.3541, -1.8068)
C (-0.0661, -3.8017, -2.8110)
H (-2.6251, 0.6801, -3.3258)
H (-3.3584, 0.0046, -1.8881)
H (-3.9446, -0.3951, -3.4545)
H (-1.5030, -1.4746, -3.9039)
H (-1.1442, -0.9177, -2.2936)
H (-3.7841, -2.7308, -3.9595)
H (-2.3604, -3.6029, -4.1825)
H (-4.2583, -4.5609, -2.1360)
H (-4.1091, -5.1853, -3.8383)
H (-2.8850, -5.3900, -2.6161)
H (-1.5012, -4.2746, -1.3293)
H (-0.5748, -2.7871, -1.0872)
H (-0.4739, -4.5811, -3.4546)
H (0.7730, -4.2756, -2.3017)
H (0.2696, -3.0789, -3.5546)

Cartesian forces (eV/Å) of the 6 atoms listed first:
Ca 0.9 0.7 -2.2
Ca 2.7 1.3 0.5
O -2.8 -3.3 0.6
C 1.3 1.6 0.7
O -2.4 -1.2 -0.7
O -0.1 0.0 0.4

---

[4]
The following is a quantum chemistry calculation of C3H5IrO4 as an isolated structure, from OMol25.

Energy above the lowest of the compared OMol25 structures with the same formula, charge and spin (kJ/mol): 0.0
LUMO level (spin up / spin down) (eV): -9.037 / -13.514
Expectation value of S²: 6.0087
Net charge: +2
Calculated total energy (eV): -14195.9297
Spin multiplicity: 5
Gap between HOMO and LUMO (spin up / spin down) (eV): 11.1 / 6.5
E_HOMO (spin up / spin down) (eV): -20.10 / -20.06

CARTESIAN COORDINATES (ANGSTROEM)
O (-0.0945, -0.7461, 0.1685)
C (0.3986, 0.4388, 0.4072)
C (-1.5373, -0.6974, 0.2076)
O (1.5899, 0.6325, 0.6436)
O (-0.5055, 1.3583, 0.5934)
C (-1.8235, 0.7966, 0.4082)
Ir (3.1112, -0.0919, 0.0657)
H (-1.8686, -1.3196, 1.0447)
H (-1.9189, -1.0933, -0.7375)
H (-2.4149, 1.0113, 1.3022)
H (-2.2694, 1.2749, -0.4693)
O (3.7799, -0.8714, -1.3612)
H (3.5529, -0.6926, -2.2731)

Cartesian forces (eV/Å) of the 6 atoms listed first:
O 2.0 0.5 -0.2
C -6.4 -0.5 0.9
C -1.2 -0.2 0.0
O -1.5 3.0 2.4
O 2.2 -0.1 -0.2
C -1.0 -0.2 -0.3